No. 1
The following is a quantum chemistry calculation of a single C2H3NP2 molecule, from the Open Molecules 2025 dataset.

Properties
**ΔE to the lowest compared entry with this formula, charge and spin**: 25.56 kJ/mol
**Total energy**: -815.4159 Ha
**Molecular weight**: 103.00 g mol⁻¹
**E_HOMO**: -0.3327 hartree
**Lowest unoccupied orbital energy**: -0.928 eV
**SMILES**: C1=N[PH]#P=C1

Positions of all 8 atoms, in Å:
1 C -0.528 -0.309 -0.371
2 N 0.232 -1.312 -0.175
3 P 1.851 -1.065 -0.078
4 P 1.757 1.155 -0.046
5 C 0.009 1.036 -0.353
6 H -1.632 -0.310 -0.597
7 H 2.134 -1.757 1.235
8 H -0.712 1.932 -0.487

***

No. 2
The following is a quantum chemistry calculation of a molecular structure, C28H43ClN4O7SSbY, from the Open Molecules 2025 dataset.

Properties
**ΔE to the lowest compared entry with this formula, charge and spin**: 218.41 kJ/mol
**Total energy**: -2975.5018 Ha
**Molecular weight**: 825.86 g mol⁻¹
**E_HOMO**: -0.2899 hartree
**Lowest unoccupied orbital energy**: -1.574 eV

Positions of all 86 atoms, in Å:
1 Y 0.210 0.265 1.023
2 N -1.637 -1.077 0.173
3 C -1.807 -2.362 0.904
4 C -0.665 -2.733 1.857
5 O -0.651 -3.977 2.160
6 N 0.186 -1.761 2.227
7 C 1.336 -2.123 2.943
8 C 2.508 -1.121 2.738
9 O 3.482 -0.954 3.471
10 O 2.363 -0.528 1.582
11 H -1.636 -1.282 -0.831
12 H -2.507 -0.496 0.236
13 H -2.700 -2.323 1.497
14 H -1.862 -3.210 0.192
15 H 1.147 -2.235 4.027
16 H 1.574 -3.180 2.660
17 C 5.260 1.398 -0.823
18 C 4.811 0.763 -2.139
19 C 4.277 1.787 -3.133
20 Sb 3.327 -0.902 -1.780
21 C 2.590 -1.563 -3.809
22 C 3.705 -1.501 -4.834
23 C 1.429 -0.609 -4.156
24 C 4.776 -2.564 -1.289
25 C 3.836 -3.727 -1.059
26 C 5.782 -2.242 -0.146
27 H 6.146 2.073 -0.985
28 H 5.580 0.625 -0.112
29 H 4.443 1.935 -0.310
30 H 5.585 0.092 -2.556
31 H 3.330 2.222 -2.742
32 H 4.049 1.339 -4.088
33 H 5.050 2.563 -3.347
34 H 2.242 -2.544 -3.567
35 H 4.026 -0.433 -5.038
36 H 3.350 -1.857 -5.833
37 H 4.594 -2.121 -4.548
38 H 1.782 0.429 -4.166
39 H 0.687 -0.714 -3.378
40 H 0.957 -0.800 -5.135
41 H 5.329 -2.638 -2.220
42 H 3.119 -3.511 -0.229
43 H 4.407 -4.626 -0.765
44 H 3.318 -3.937 -1.997
45 H 5.252 -1.964 0.801
46 H 6.430 -1.424 -0.446
47 H 6.405 -3.143 -0.028
48 Cl -2.931 2.891 -3.759
49 C -1.601 2.904 -2.630
50 C -0.457 3.584 -3.049
51 C 0.665 3.574 -2.212
52 C 0.628 2.744 -1.091
53 N -0.435 1.923 -0.800
54 C -1.638 2.168 -1.437
55 H -0.513 4.115 -3.994
56 H 1.596 4.101 -2.414
57 H 1.466 2.694 -0.387
58 H -2.563 1.764 -1.043
59 C -6.237 1.178 -1.081
60 C -5.928 0.788 0.321
61 C -5.883 1.750 1.336
62 C -5.682 1.379 2.654
63 C -5.407 0.051 2.963
64 C -5.491 -0.950 2.001
65 C -5.808 -0.561 0.707
66 S -4.765 -0.396 4.568
67 O -5.536 0.262 5.595
68 O -4.572 -1.848 4.606
69 N -3.331 0.339 4.479
70 C -3.056 1.742 4.509
71 C -1.559 2.053 4.254
72 C -0.939 1.461 2.988
73 O -1.522 0.519 2.351
74 O 0.206 1.860 2.590
75 H -6.723 0.407 -1.657
76 H -5.378 1.530 -1.665
77 H -6.956 2.011 -1.036
78 H -5.969 2.818 1.085
79 H -5.705 2.092 3.461
80 H -5.279 -1.983 2.270
81 H -5.846 -1.334 -0.084
82 H -2.671 -0.178 3.928
83 H -3.378 2.134 5.495
84 H -3.663 2.311 3.776
85 H -0.955 1.652 5.096
86 H -1.396 3.142 4.307

***

No. 3
The following is a quantum chemistry calculation of a single C7H12 molecule, from the Open Molecules 2025 dataset.

Properties
**ΔE to the lowest compared entry with this formula, charge and spin**: 150.03 kJ/mol
**Total energy**: -273.8514 Ha
**Molecular weight**: 96.17 g mol⁻¹
**E_HOMO**: -0.3552 hartree
**Lowest unoccupied orbital energy**: 1.207 eV
**SMILES**: CC[C@H]1C[C@H]2C[C@@H]12

Positions of all 19 atoms, in Å:
1 C -1.779 0.904 1.691
2 C -1.082 0.807 0.340
3 C 0.362 0.267 0.353
4 C 0.918 -1.229 0.402
5 C 1.564 -0.999 -0.956
6 C 0.481 -0.657 -1.925
7 C 1.030 0.410 -1.013
8 H -2.816 1.245 1.587
9 H -1.267 1.612 2.353
10 H -1.797 -0.068 2.189
11 H -1.707 0.245 -0.366
12 H -1.026 1.824 -0.091
13 H 0.914 0.743 1.164
14 H 0.238 -2.084 0.470
15 H 1.667 -1.329 1.196
16 H 2.551 -1.332 -1.255
17 H 0.760 -0.597 -2.971
18 H -0.516 -1.062 -1.744
19 H 1.505 1.299 -1.424

***

No. 4
The following is a quantum chemistry calculation of a gas-phase ion, C6H10NS (charge +1), from the Open Molecules 2025 dataset.

Properties
**ΔE to the lowest compared entry with this formula, charge and spin**: 661.07 kJ/mol
**Total charge**: +1
**Total energy**: -687.0308 Ha
**Molecular weight**: 128.22 g mol⁻¹
**E_HOMO**: -0.4191 hartree
**Lowest unoccupied orbital energy**: -5.060 eV

Positions of all 18 atoms, in Å:
1 C 3.021 -1.018 0.211
2 C 1.609 -0.579 0.380
3 C 1.034 0.937 -0.030
4 N -0.494 0.821 0.122
5 C -1.314 1.199 1.157
6 S -3.081 0.683 0.651
7 C -2.350 -0.802 -0.303
8 C -1.182 0.121 -1.066
9 H 3.281 -1.669 -0.738
10 H 3.858 -0.743 0.981
11 H 0.833 -1.386 0.795
12 H 1.481 1.697 0.750
13 H 1.344 1.230 -1.135
14 H -0.979 1.735 2.168
15 H -3.069 -1.421 -0.987
16 H -1.658 -1.397 0.467
17 H -0.505 -0.401 -1.867
18 H -1.827 0.993 -1.557

***

No. 5
The following is a quantum chemistry calculation of 2 unconnected molecules or ions with the total composition C45H43F2N3O4, from the Open Molecules 2025 dataset.

Properties
**ΔE to the lowest compared entry with this formula, charge and spin**: 0.00 kJ/mol
**Total energy**: -2405.5410 Ha
**Molecular weight**: 727.85 g mol⁻¹
**E_HOMO**: -0.2985 hartree
**Lowest unoccupied orbital energy**: -0.738 eV
**SMILES**: COCc1c(F)c(CCCCn2cccc2)c2c(c1-c1ccncc1)C(=O)c1c(C[C@@H](C)F)cc(Cc3cccc(C)c3)c(O)c1C2=O.c1ccncc1

Positions of all 97 atoms, in Å:
1 C 4.468 -3.565 -1.966
2 O 3.825 -2.815 -0.953
3 C 2.610 -3.372 -0.476
4 C 1.610 -2.271 -0.235
5 C 0.692 -1.954 -1.220
6 F 0.769 -2.638 -2.386
7 C -0.263 -0.954 -1.137
8 C -1.163 -0.668 -2.309
9 C -1.958 -1.883 -2.846
10 C -1.632 -2.240 -4.293
11 C -2.160 -1.217 -5.293
12 N -3.589 -1.346 -5.564
13 C -4.281 -0.437 -6.316
14 C -5.600 -0.825 -6.383
15 C -5.716 -2.024 -5.633
16 C -4.463 -2.316 -5.144
17 C -0.262 -0.227 0.057
18 C 0.637 -0.519 1.093
19 C 1.579 -1.549 0.961
20 C 2.587 -1.877 2.009
21 C 2.265 -2.538 3.189
22 C 3.271 -2.810 4.106
23 N 4.558 -2.504 3.921
24 C 4.861 -1.880 2.785
25 C 3.925 -1.537 1.813
26 C 0.563 0.324 2.334
27 O 0.740 -0.140 3.439
28 C 0.237 1.764 2.107
29 C 0.786 2.809 2.858
30 C 1.790 2.612 3.966
31 C 3.208 3.023 3.591
32 C 3.821 2.168 2.493
33 F 3.234 4.371 3.200
34 C 0.396 4.106 2.523
35 C -0.508 4.411 1.509
36 C -0.815 5.875 1.260
37 C -2.233 6.251 0.900
38 C -3.152 6.478 1.914
39 C -4.457 6.843 1.612
40 C -4.850 6.996 0.295
41 C -3.941 6.783 -0.740
42 C -4.359 6.969 -2.173
43 C -2.644 6.413 -0.419
44 C -1.039 3.351 0.772
45 O -1.848 3.597 -0.300
46 C -0.660 2.042 1.072
47 C -1.217 0.903 0.299
48 O -2.369 0.892 -0.086
49 H 4.249 -3.145 -2.952
50 H 5.545 -3.516 -1.805
51 H 4.178 -4.617 -1.940
52 H 2.199 -4.072 -1.205
53 H 2.779 -3.922 0.456
54 H -0.528 -0.282 -3.116
55 H -1.856 0.123 -2.057
56 H -3.026 -1.689 -2.746
57 H -1.740 -2.752 -2.222
58 H -2.041 -3.221 -4.539
59 H -0.552 -2.307 -4.432
60 H -1.616 -1.298 -6.235
61 H -2.001 -0.212 -4.894
62 H -3.842 0.431 -6.781
63 H -6.372 -0.294 -6.914
64 H -6.616 -2.596 -5.483
65 H -4.148 -3.145 -4.534
66 H 1.248 -2.829 3.405
67 H 3.017 -3.298 5.040
68 H 5.906 -1.635 2.626
69 H 4.242 -1.024 0.916
70 H 1.475 3.187 4.840
71 H 1.839 1.575 4.283
72 H 3.825 2.957 4.491
73 H 4.368 1.335 2.932
74 H 4.512 2.778 1.912
75 H 3.068 1.761 1.817
76 H 0.811 4.924 3.098
77 H -0.570 6.396 2.186
78 H -0.122 6.254 0.504
79 H -2.863 6.379 2.953
80 H -5.171 7.026 2.404
81 H -5.865 7.295 0.060
82 H -3.535 6.768 -2.855
83 H -4.680 7.998 -2.345
84 H -5.193 6.319 -2.439
85 H -1.933 6.234 -1.217
86 H -2.689 3.138 -0.182
87 C 2.312 -8.413 2.713
88 C 1.605 -7.889 1.643
89 C 1.749 -6.540 1.358
90 N 2.526 -5.717 2.058
91 C 3.199 -6.233 3.084
92 C 3.128 -7.569 3.449
93 H 2.229 -9.461 2.968
94 H 0.956 -8.509 1.040
95 H 1.213 -6.092 0.526
96 H 3.826 -5.540 3.635
97 H 3.699 -7.935 4.291